# 1
85
Properties=species:S:1:pos:R:3:forces:R:3:lowdin_charge:R:1 method="wB97M-V/def2-TZVPD" homo_ev="-8.6 / -10.8" charge=+1 multiplicity=2 e_lumo_ev="-2.51 / -2.51"
Hg 0.627861 -1.044650 -0.285187 -0.1 0.1 0.1 1.24
C 2.658325 -1.647719 3.443497 -0.1 0.0 0.0 -0.05
C 2.759655 -2.134821 2.026848 0.0 0.0 0.0 -0.31
C 2.337890 -3.413050 1.670611 0.0 0.0 0.0 -0.07
C 2.547617 -3.901687 0.386632 0.0 0.0 0.0 -0.10
C 3.181764 -3.113856 -0.561440 0.1 0.0 0.0 -0.10
C 3.599447 -1.828331 -0.227687 0.0 -0.1 0.0 -0.12
C 3.371414 -1.338107 1.053972 0.0 -0.1 0.0 -0.09
H 3.591827 -1.844899 3.974905 0.0 0.0 0.0 0.09
H 1.860096 -2.157153 3.984794 0.0 0.0 0.0 0.08
H 2.479906 -0.573655 3.468981 0.0 0.0 0.0 0.05
H 1.865694 -4.042693 2.416781 0.0 0.0 0.0 0.12
H 2.219429 -4.900420 0.129580 0.0 0.0 0.0 0.11
H 3.357840 -3.494561 -1.558648 0.0 0.0 0.0 0.11
H 4.108913 -1.228633 -0.968030 0.0 0.0 0.0 0.07
H 3.729535 -0.351753 1.328823 -0.1 0.0 0.0 0.12
C -1.624506 2.670557 4.236032 0.0 0.1 0.0 -0.09
N -0.580632 1.789180 3.713185 0.0 -0.1 0.0 -0.29
C 0.174675 1.130011 4.778772 0.0 0.0 0.0 -0.08
P -0.805913 0.892139 2.346590 -0.2 0.1 -0.2 0.47
O 0.475679 0.434351 1.745915 0.1 -0.1 -0.1 -0.33
O -1.614421 1.984121 1.476541 0.1 0.0 0.2 -0.27
P -1.737189 1.936665 -0.137000 -0.1 0.0 -0.2 0.46
O -1.441065 0.580235 -0.631920 0.0 0.1 -0.2 -0.31
N -3.228251 2.456371 -0.536617 0.0 0.0 0.1 -0.30
C -4.279861 1.470989 -0.787151 0.0 0.0 0.0 -0.08
C -3.711869 3.759189 -0.090046 0.0 0.0 0.0 -0.09
N -0.721117 3.176430 -0.574186 0.1 -0.3 -0.1 -0.27
C 0.571581 3.265468 0.103608 0.0 0.1 0.0 -0.10
C -0.582277 3.287462 -2.031507 0.0 0.1 0.0 -0.10
N -1.866270 -0.351899 2.495641 0.1 0.0 0.2 -0.28
C -1.371614 -1.695066 2.787452 0.0 0.0 -0.1 -0.09
C -3.227055 -0.108962 2.959864 0.0 0.0 -0.1 -0.08
H -1.151183 3.458950 4.822412 0.0 0.0 0.0 0.09
H -2.321182 2.134662 4.888478 0.0 0.0 0.0 0.09
H -2.177721 3.136379 3.426392 0.0 0.0 0.0 0.07
H 0.711505 1.881751 5.357680 0.0 0.0 0.0 0.09
H 0.899607 0.442091 4.352802 0.0 0.0 0.0 0.05
H -0.484601 0.579409 5.458473 0.0 0.0 0.0 0.09
H -3.836828 0.519216 -1.066891 0.0 0.0 0.0 0.08
H -4.913601 1.819996 -1.603068 0.0 0.0 0.0 0.09
H -4.904589 1.330147 0.099800 0.0 0.0 0.0 0.09
H -2.875034 4.428463 0.092161 0.0 0.0 0.0 0.08
H -4.302220 3.666714 0.826555 0.0 0.0 0.0 0.09
H -4.346127 4.195345 -0.862707 0.0 0.0 0.0 0.09
H 0.447063 3.273917 1.182477 0.0 0.0 0.0 0.08
H 1.041123 4.209160 -0.183909 0.0 0.0 0.0 0.09
H 1.234344 2.430410 -0.152150 -0.1 0.0 0.0 0.06
H -1.561934 3.262067 -2.504559 0.0 0.0 0.0 0.09
H 0.023145 2.468108 -2.438184 0.0 0.0 0.0 0.06
H -0.119561 4.248208 -2.264549 0.0 0.0 0.0 0.09
H -0.337894 -1.792987 2.460670 0.0 0.0 0.0 0.05
H -1.976541 -2.423360 2.246143 0.0 0.0 0.0 0.09
H -1.430514 -1.918206 3.857596 0.0 0.0 0.0 0.09
H -3.531099 0.913364 2.742548 0.0 0.0 0.0 0.07
H -3.324968 -0.283709 4.035729 0.0 0.0 0.0 0.09
H -3.909297 -0.783809 2.440054 0.0 0.0 0.0 0.09
F -2.955670 -5.354169 -2.983316 0.0 0.0 0.0 0.05
C -2.154943 -4.414993 -2.438215 0.1 0.0 0.1 -0.31
C -1.690439 -4.658563 -1.131937 0.0 0.0 0.0 0.00
C -0.860501 -3.686180 -0.521268 -0.1 -0.1 -0.1 -0.17
C -0.510616 -2.550957 -1.173280 0.2 0.1 0.1 -0.28
C -0.942914 -2.262775 -2.577849 -0.1 -0.1 0.0 -0.23
C -1.840704 -3.315797 -3.152110 0.1 0.1 0.0 0.01
H -1.969764 -5.568987 -0.622729 0.0 0.0 0.0 0.11
H -0.504185 -3.879999 0.482154 0.0 0.0 0.0 0.08
H -1.436364 -1.281096 -2.617163 0.0 0.0 0.0 0.10
H -2.223976 -3.196104 -4.156440 0.0 0.0 0.0 0.12
N 3.357927 2.633673 -2.190255 0.1 -0.1 0.0 0.13
C 2.925559 2.101529 -3.522713 0.0 -0.1 -0.2 -0.18
P 2.667379 0.310830 -3.090148 -0.1 -0.4 0.1 0.40
O 4.016101 -0.301694 -2.975152 0.0 0.2 -0.1 -0.32
O 1.813902 0.456737 -1.832109 0.1 0.4 0.1 -0.45
C 1.737462 -0.392676 -4.466607 0.1 0.0 -0.1 -0.32
N 1.795464 -1.846462 -4.349990 0.2 0.1 0.0 -0.03
H 3.268248 3.640565 -2.078649 0.0 0.0 0.0 0.16
H 4.320466 2.343870 -2.003467 0.0 0.0 0.0 0.16
H 2.749957 2.105744 -1.530126 -0.1 0.1 0.3 0.09
H 3.711298 2.260604 -4.256086 0.0 0.0 0.0 0.11
H 2.009384 2.610263 -3.814859 0.0 0.0 0.0 0.09
H 2.192467 0.009387 -5.383764 -0.1 0.0 0.0 0.10
H 0.703683 -0.044039 -4.414054 0.0 0.0 0.0 0.09
H 2.738104 -2.134005 -4.109771 0.0 0.0 0.0 0.06
H 1.552493 -2.293481 -5.223840 0.0 0.0 0.0 0.08
H -0.048820 -2.148762 -3.219815 -0.2 -0.1 0.2 0.07

# 2
85
Properties=species:S:1:pos:R:3:forces:R:3:lowdin_charge:R:1 method="wB97M-V/def2-TZVPD" homo_ev=-8.9 e_lumo_ev=0.35
C 2.273433 -4.264974 1.651712 -0.2 0.3 0.0 -0.09
C 2.297184 -2.732491 1.537784 -0.5 -0.5 0.2 -0.25
C 0.913880 -2.184969 1.204210 -0.2 -0.1 0.2 -0.20
C 0.384573 -2.702606 -0.110512 0.3 0.0 -0.1 -0.22
O -0.760341 -1.966514 -0.620885 0.2 -0.3 -0.1 -0.40
S -2.170231 -1.990643 0.175726 -0.3 -0.4 -0.6 1.19
C -2.293095 -3.520590 1.086572 -0.7 -0.5 0.4 -0.41
C -3.107803 -3.343430 2.378750 0.6 0.0 0.1 -0.11
C -2.021358 -0.512631 1.494201 0.5 0.7 1.4 -0.81
O -1.566494 -0.841859 2.555839 0.3 -0.6 0.4 0.02
O -2.421730 0.475348 0.955330 -0.5 0.8 -1.1 0.02
H 1.332288 -4.587739 2.104599 0.0 -0.1 0.1 0.07
H 2.347696 -4.739333 0.674118 0.1 -0.1 0.0 0.07
H 3.076229 -4.610256 2.298191 0.1 -0.1 -0.2 0.07
H 3.048503 -2.417009 0.826353 -0.1 0.0 0.0 0.06
H 2.578345 -2.340601 2.514416 0.1 0.2 -0.1 0.11
H 0.243330 -2.488801 2.010329 -0.1 0.2 0.0 0.10
H 0.889770 -1.093501 1.185873 0.1 0.0 0.0 0.12
H 0.134043 -3.762257 -0.084760 -0.1 0.0 0.1 0.11
H 1.146087 -2.590258 -0.883369 -0.1 0.2 -0.2 0.14
H -1.345553 -3.981870 1.339582 0.2 0.2 -0.2 0.07
H -2.846380 -4.199341 0.444394 0.3 0.0 -0.2 0.06
H -2.455363 -2.990376 3.169851 -0.1 0.2 0.0 0.07
H -3.927778 -2.636898 2.275125 -0.2 -0.1 0.0 0.08
H -3.455606 -4.329719 2.680391 -0.3 0.0 -0.1 0.08
C 4.146355 1.700195 0.971545 0.1 -0.1 0.1 -0.21
C 5.630438 2.003181 1.228727 0.0 0.0 0.0 -0.21
C 6.375779 0.660290 1.261469 0.0 0.3 0.1 -0.22
S 5.430155 -0.451335 0.207588 -0.1 0.1 -0.1 0.68
O 4.874204 -1.510952 1.017776 0.5 0.1 0.0 -0.34
O 6.178761 -0.759960 -0.982428 0.0 -0.2 0.0 -0.32
C 4.121322 0.699461 -0.177088 -0.1 0.3 0.0 -0.23
H 3.584849 2.598868 0.722295 0.0 0.0 0.0 0.11
H 3.697855 1.257187 1.863821 0.0 0.0 0.0 0.12
H 6.020629 2.620972 0.418377 0.0 0.0 0.0 0.12
H 5.774770 2.551486 2.158149 0.0 0.0 0.0 0.11
H 7.387037 0.727383 0.869946 0.0 -0.1 0.0 0.10
H 6.393542 0.228781 2.260131 -0.1 -0.1 0.0 0.10
H 3.183274 0.156478 -0.269508 0.1 -0.1 0.0 0.10
H 4.369370 1.177165 -1.124101 0.0 0.0 0.0 0.10
C -3.428481 -9.136252 -0.871247 0.1 0.0 0.0 -0.22
C -2.092948 -9.792594 -0.493868 0.0 0.1 0.0 -0.21
C -1.103972 -8.665273 -0.168743 0.0 -0.3 0.0 -0.21
S -2.096620 -7.288101 0.427312 -0.1 -0.3 0.0 0.66
O -1.979729 -6.198259 -0.511767 0.1 0.1 0.0 -0.33
O -1.861440 -7.070460 1.831678 0.0 0.2 0.0 -0.32
C -3.688278 -8.074181 0.192601 -0.1 -0.2 -0.1 -0.23
H -4.239435 -9.860913 -0.913344 0.0 0.0 0.0 0.12
H -3.346164 -8.665540 -1.852823 0.0 0.0 0.0 0.12
H -2.232743 -10.425147 0.384237 0.0 0.0 0.0 0.12
H -1.712779 -10.423895 -1.294663 0.0 0.0 0.0 0.11
H -0.395656 -8.939678 0.608322 0.0 0.1 0.0 0.10
H -0.570630 -8.322217 -1.052652 0.0 0.1 0.0 0.11
H -4.416471 -7.322922 -0.103554 0.1 0.1 0.1 0.11
H -3.973457 -8.520460 1.144585 0.0 0.0 0.0 0.11
C -0.521146 4.327066 -0.962274 0.0 -0.2 0.0 -0.23
C -0.651310 2.807330 -0.786851 0.0 0.1 -0.1 -0.21
C -0.030590 2.153057 -2.028951 -0.2 -0.1 0.2 -0.21
S 1.222001 3.299188 -2.623087 -0.1 -0.1 0.2 0.67
O 0.837447 3.806496 -3.916844 0.1 0.0 -0.1 -0.32
O 2.526725 2.709270 -2.433841 0.2 0.1 0.0 -0.34
C 0.915840 4.574184 -1.405485 -0.1 0.1 0.1 -0.23
H -0.745940 4.863936 -0.047005 0.0 0.0 0.0 0.09
H -1.212008 4.675260 -1.733466 0.0 0.0 0.0 0.12
H -0.115670 2.499838 0.112834 0.0 0.0 0.0 0.12
H -1.684318 2.490490 -0.666687 0.0 0.0 0.1 0.11
H 0.447864 1.200966 -1.814621 0.1 0.0 -0.1 0.09
H -0.762380 2.024823 -2.824056 0.1 0.1 -0.1 0.11
H 1.078198 5.546174 -1.864451 0.1 0.0 -0.1 0.11
H 1.615303 4.427756 -0.582605 0.0 0.0 0.0 0.10
C -1.955309 9.311313 -2.318518 -0.1 -0.1 0.1 -0.22
C -3.414064 9.145850 -1.868517 0.1 0.0 0.0 -0.21
C -3.414388 8.212963 -0.650477 -0.2 0.1 -0.2 -0.21
S -1.817512 8.436810 0.151346 -0.1 0.2 -0.1 0.67
O -1.078623 7.201497 0.057385 0.0 0.0 0.1 -0.32
O -1.991339 9.094611 1.418503 0.1 -0.1 0.1 -0.32
C -1.155104 9.588918 -1.049800 0.0 0.1 -0.2 -0.23
H -1.842836 10.116541 -3.042242 0.0 0.0 0.0 0.12
H -1.604101 8.388494 -2.784822 0.0 0.0 0.0 0.12
H -3.821908 10.118617 -1.588529 0.0 0.0 0.0 0.12
H -4.038932 8.746025 -2.665032 0.0 0.0 0.0 0.11
H -4.194293 8.455067 0.066161 0.0 0.0 0.1 0.10
H -3.489424 7.166520 -0.939028 0.1 0.0 0.0 0.10
H -0.086688 9.417243 -1.154447 0.0 0.0 0.1 0.11
H -1.338660 10.593706 -0.671187 0.0 0.0 0.0 0.11